DFT (the ωB97M-V functional and the def2-TZVPD basis) results for a cluster of 21 separate species, C39H90N12O51 in total.

```
192
Properties=species:S:1:pos:R:3:forces:R:3:mulliken_charge:R:1
C 3.611 26.174 4.743 -2.13 0.17 -0.95 -0.1162
O 4.497 27.135 5.269 0.83 1.92 1.12 -0.3365
C 3.994 28.372 5.576 -1.68 0.84 -0.50 0.7588
O 2.798 28.692 5.353 3.50 -0.59 0.82 -0.4943
O 4.971 29.204 6.118 -0.59 -2.20 -1.84 -0.3618
C 4.614 30.577 6.402 -1.94 -1.27 0.91 -0.5927
H 4.058 25.399 4.121 0.82 0.31 0.51 0.3538
H 2.906 26.679 4.082 0.05 0.18 -0.26 -0.1964
H 2.934 25.714 5.463 0.67 -0.03 0.55 0.2877
H 4.153 30.432 7.380 0.03 0.89 0.29 0.3037
H 3.789 30.851 5.744 0.43 0.43 -0.22 0.2387
H 5.447 31.275 6.471 0.13 -0.63 -0.48 0.2400
C -0.671 20.248 0.352 0.43 0.45 -0.91 -0.3999
O 0.312 21.279 0.010 -0.35 0.38 0.59 -0.4053
C -0.041 22.518 0.386 -2.47 1.37 1.87 0.4485
O -1.077 22.809 1.030 2.46 -0.90 -1.47 -0.0710
O 0.853 23.407 0.009 1.52 -3.54 -1.78 -0.4860
C 0.886 24.728 0.345 -0.45 1.38 1.08 0.4243
H -0.345 19.381 -0.223 -0.09 0.12 0.01 0.2699
H -1.627 20.622 -0.013 -0.09 -0.37 0.34 0.0966
H -0.686 19.974 1.407 0.02 0.48 0.00 0.2465
H 1.234 24.771 1.377 -0.80 0.49 0.42 0.4858
H -0.103 25.112 0.097 0.15 0.69 0.67 -0.2144
H 1.670 25.278 -0.176 -0.18 -0.52 -0.70 -0.3482
C -8.738 26.078 -3.431 -0.33 1.68 0.29 -0.3860
O -7.789 25.077 -3.586 -1.33 -2.01 0.13 -0.3474
C -6.539 25.254 -3.851 0.91 0.02 -0.22 0.8678
O -5.974 26.311 -3.985 0.43 0.20 0.01 -0.6099
O -6.006 24.031 -3.958 -1.45 -0.34 0.08 -0.3750
C -4.628 23.873 -4.053 0.90 1.07 0.28 -0.3798
H -8.802 26.363 -2.381 0.06 0.06 -0.03 0.0073
H -9.730 25.737 -3.724 0.31 -0.37 -0.16 0.2533
H -8.466 26.955 -4.019 -0.05 0.06 0.04 0.3285
H -4.347 22.924 -3.597 -0.14 0.04 -0.29 0.2597
H -4.197 24.685 -3.466 0.53 -0.11 -0.03 -0.0271
H -4.322 23.982 -5.093 0.21 -0.29 0.00 0.4022
C -11.290 28.860 -0.537 -0.05 1.12 0.19 -0.5127
O -10.277 28.844 -1.568 -0.09 -0.78 -0.22 -0.4043
C -9.089 29.437 -1.267 -2.57 1.00 2.10 0.9141
O -9.001 30.243 -0.361 0.72 -0.53 -0.56 -0.6377
O -8.180 29.016 -2.077 -0.35 -1.18 -1.20 -0.2668
C -6.870 29.444 -1.915 1.60 1.66 -0.71 -0.7017
H -11.055 28.169 0.273 0.24 0.15 -0.04 0.0885
H -12.302 28.633 -0.871 0.50 -0.55 -0.96 0.2945
H -11.418 29.888 -0.197 0.44 -0.07 0.47 0.3187
H -6.836 30.453 -1.505 -0.05 -0.34 0.84 0.5315
H -6.435 29.669 -2.889 -0.15 -0.71 -0.29 0.2490
H -6.241 28.702 -1.424 -0.24 0.14 0.23 0.2390
C -12.386 24.529 1.327 -1.59 1.23 -0.35 -0.7718
O -11.288 24.891 0.523 0.65 -0.49 -0.95 -0.3164
C -10.050 24.973 1.032 -0.36 -0.06 0.86 0.7889
O -9.802 24.862 2.192 0.32 -0.13 1.01 -0.5466
O -9.219 25.217 0.058 1.44 0.47 -2.23 -0.1758
C -7.858 25.722 0.248 -0.17 0.44 1.44 -0.1264
H -12.616 23.484 1.535 1.05 -0.14 0.13 0.2878
H -13.202 24.839 0.673 -0.28 -0.08 0.05 0.2993
H -12.494 25.183 2.192 0.42 -0.38 0.32 0.3182
H -7.093 25.453 -0.480 -0.97 -0.83 -0.46 -0.0059
H -7.479 25.408 1.220 -0.22 0.07 -0.09 0.2309
H -7.878 26.811 0.221 -0.42 0.15 0.15 -0.0071
C -1.722 22.959 4.126 0.88 1.04 -2.03 0.4124
O -2.566 22.349 5.039 -1.34 -1.59 1.74 -0.2403
C -3.486 21.439 4.672 -1.67 0.49 -1.90 0.6122
O -3.807 21.171 3.509 1.07 -0.03 2.52 -0.5959
O -4.189 21.038 5.775 1.54 0.88 0.19 -0.3088
C -5.140 19.993 5.743 -0.83 -0.32 -0.45 -0.7298
H -1.240 23.837 4.554 -0.35 -0.35 0.60 -0.2019
H -2.248 23.328 3.246 -0.21 -0.25 0.02 -0.3344
H -0.909 22.334 3.754 -0.20 -0.40 0.20 0.3193
H -4.672 19.008 5.739 0.10 0.10 -0.54 0.2987
H -5.876 20.157 4.957 0.40 -0.33 -0.49 0.3231
H -5.768 19.987 6.635 0.55 0.62 0.42 0.2635
C -1.617 35.742 -1.914 0.46 4.13 -1.93 -0.7456
O -1.204 34.645 -1.290 1.35 -4.37 3.69 -0.2068
C -0.077 34.621 -0.476 1.01 1.42 -0.33 0.5004
O 0.877 35.405 -0.619 -2.82 -2.61 0.93 -0.5603
O -0.240 33.599 0.461 0.09 1.40 -1.62 -0.0374
C 0.760 33.401 1.500 -0.54 1.44 -0.42 -0.3012
H -1.516 36.640 -1.305 0.23 0.10 0.26 0.3065
H -2.654 35.798 -2.246 -0.09 -1.12 0.23 0.2680
H -0.983 35.907 -2.785 -0.09 0.26 -0.32 0.3081
H 1.741 33.223 1.059 -0.12 -0.44 0.25 0.3845
H 0.335 32.667 2.186 0.32 -0.41 -0.71 -0.4121
H 0.800 34.307 2.105 0.25 0.22 -0.15 0.3723
C 7.545 23.003 -1.570 2.17 -0.01 0.64 -0.6645
O 6.316 23.598 -1.399 -1.79 1.51 0.20 -0.2957
C 6.204 24.924 -1.153 1.76 2.17 0.42 0.6413
O 7.101 25.782 -0.934 -2.75 -3.44 -0.72 -0.5802
O 4.882 25.193 -1.202 0.61 -0.90 0.38 -0.1588
C 4.447 26.407 -0.664 -0.11 2.54 0.18 -0.4705
H 7.432 21.922 -1.656 -0.35 0.24 -0.50 0.2396
H 8.160 23.132 -0.680 0.08 0.18 0.18 0.3078
H 8.107 23.473 -2.377 -0.10 -0.32 -0.28 0.2936
H 3.396 26.609 -0.871 0.06 -0.64 -0.38 -0.1698
H 4.976 27.272 -1.064 0.16 -0.20 -0.53 0.4328
H 4.572 26.593 0.403 0.25 -1.05 0.38 0.3619
C -3.776 28.915 -4.480 -1.33 -0.35 0.43 -0.7352
O -2.631 29.371 -3.746 -0.05 -1.12 -2.17 -0.2367
C -2.759 30.096 -2.662 -1.76 0.41 0.93 0.6975
O -3.782 30.537 -2.173 0.32 -0.38 -0.47 -0.6403
O -1.563 30.219 -2.184 2.50 -0.23 0.46 -0.1708
C -1.378 30.704 -0.874 -1.00 0.40 1.85 -0.1650
H -3.580 28.132 -5.213 1.16 0.32 0.02 0.2705
H -4.320 29.700 -5.004 0.25 0.29 0.27 0.4588
H -4.466 28.377 -3.830 -0.11 0.39 0.37 0.2162
H -1.951 30.133 -0.143 -0.93 0.12 -0.37 -0.3137
H -1.653 31.757 -0.815 0.13 -0.08 0.07 0.3622
H -0.431 30.509 -0.371 0.81 0.16 -1.46 0.2637
C -0.018 27.004 5.588 0.79 -1.53 0.44 -0.4479
N 0.428 25.715 4.899 0.75 -0.37 3.22 0.6207
O 0.264 25.609 3.739 -0.02 -0.48 -2.42 -0.1516
O 0.801 24.794 5.675 -0.57 1.70 -1.65 -0.5703
H -1.080 26.761 5.555 -0.17 0.81 0.76 0.2892
H 0.285 27.962 5.165 -0.01 -0.59 -0.71 -0.1438
H 0.521 26.851 6.524 -0.91 0.49 0.39 0.4058
C -4.096 22.398 0.850 -0.44 0.60 -0.38 -0.5149
N -5.100 23.324 0.195 -4.19 -1.63 1.63 1.0357
O -4.825 23.831 -0.856 0.43 0.61 -0.08 -0.4921
O -6.295 23.346 0.685 3.65 0.03 -1.05 -0.6044
H -3.696 21.900 -0.033 0.54 0.07 0.45 0.4413
H -4.560 21.703 1.550 -0.28 0.41 -0.38 0.1858
H -3.413 23.037 1.409 0.21 -0.35 -0.55 -0.2275
C 2.394 29.449 1.632 -0.68 -1.19 0.88 -0.4137
N 3.365 30.160 0.789 -0.34 0.73 0.65 1.1735
O 3.931 31.104 1.343 -0.18 -0.68 -0.83 -0.6142
O 3.498 29.789 -0.350 0.42 0.23 -0.11 -0.5700
H 2.940 29.024 2.475 0.07 0.29 0.09 0.4191
H 1.884 28.617 1.147 0.34 0.33 -0.55 0.0234
H 1.616 30.109 2.015 0.40 0.30 -0.17 -0.0918
C -4.738 30.276 0.714 -1.97 -0.61 -1.18 -0.7353
N -5.122 29.834 2.053 1.53 0.63 0.70 0.7509
O -4.466 28.921 2.545 -0.89 0.39 0.38 -0.2885
O -6.034 30.460 2.552 0.30 -0.68 0.58 -0.6060
H -4.376 29.397 0.181 0.59 0.52 0.04 0.0484
H -4.205 31.223 0.633 0.27 -0.50 0.49 0.2076
H -5.768 30.437 0.394 0.31 0.44 -1.01 0.4734
C -5.975 24.089 4.572 0.43 -0.04 1.50 -0.6773
N -4.932 24.841 3.864 -2.16 4.14 1.64 0.7371
O -4.510 24.399 2.875 1.98 -2.14 -3.47 0.0182
O -4.661 25.985 4.250 -0.14 -1.20 0.52 -0.2060
H -6.916 24.623 4.702 0.20 0.31 -0.78 0.2472
H -5.522 24.144 5.562 -0.32 -0.96 0.31 -0.0379
H -6.077 23.105 4.115 0.08 0.19 0.25 0.2565
C -4.727 24.943 8.410 -0.24 1.68 -0.31 -0.7447
N -3.473 25.735 8.141 3.26 -0.08 0.98 0.8223
O -2.954 26.407 9.060 -1.87 -1.19 -1.39 -0.5238
O -2.884 25.600 7.065 -1.48 0.04 0.62 -0.3500
H -4.881 24.170 7.657 0.49 -0.01 0.39 0.0997
H -5.459 25.734 8.245 -0.41 -0.16 0.02 0.3236
H -4.786 24.680 9.466 0.38 -0.23 -0.32 0.3372
C -1.404 26.395 -3.205 -0.64 -0.47 0.13 -0.9551
N -1.110 25.096 -2.400 0.04 3.15 0.22 0.7131
O -0.076 24.558 -2.767 -1.35 -0.73 1.03 -0.5605
O -1.846 24.891 -1.426 1.44 -0.85 -1.61 -0.2250
H -1.982 27.151 -2.673 0.12 -0.58 0.63 0.1456
H -2.050 26.056 -4.015 0.39 0.06 -0.31 0.4670
H -0.463 26.858 -3.500 -0.10 -0.57 -0.10 0.2475
C -2.228 26.728 1.513 -1.00 -1.58 0.75 -0.1364
N -1.165 27.607 1.082 1.59 0.31 -0.84 0.5219
O -0.439 28.177 1.915 -1.26 -0.65 -1.00 0.0883
O -1.006 27.685 -0.131 0.19 0.49 0.86 0.0475
H -1.851 26.037 2.266 0.03 0.72 0.63 -0.0817
H -2.533 26.009 0.753 0.18 0.70 -0.67 -0.0021
H -3.084 27.332 1.814 0.19 -0.07 0.37 0.0040
C -8.954 28.909 2.599 0.76 -0.09 1.04 -0.5386
N -7.907 28.184 3.457 0.18 -0.25 1.95 0.9972
O -7.787 26.976 3.260 0.05 1.08 -0.27 -0.5053
O -7.346 28.772 4.398 -1.26 -0.64 -2.00 -0.5337
H -9.238 28.191 1.830 0.16 0.49 -0.02 -0.1448
H -8.549 29.881 2.316 0.14 -0.39 -0.44 0.3523
H -9.782 29.131 3.274 -0.01 -0.30 0.04 0.3036
C -3.617 29.241 6.684 0.46 -0.01 -0.68 -0.3408
N -4.876 29.151 7.424 -1.12 2.47 1.26 0.9520
O -5.483 30.232 7.541 0.77 -1.61 -0.49 -0.5601
O -5.215 28.144 7.984 -0.06 -0.95 -0.18 -0.5381
H -3.117 30.111 7.109 0.03 -0.10 -0.29 0.3834
H -3.913 29.410 5.648 0.17 0.17 -0.01 0.1013
H -3.002 28.343 6.748 -0.38 -0.06 0.29 -0.0432
C -0.527 30.789 4.023 -1.44 -0.02 -1.65 -0.2001
N -1.860 31.326 3.461 -2.12 -0.16 0.23 0.7949
O -2.260 31.144 2.302 1.88 -0.13 1.10 -0.3570
O -2.574 31.880 4.278 0.62 0.06 0.08 -0.5722
H -0.720 30.428 5.033 0.08 0.49 -0.13 0.2096
H 0.119 31.661 3.920 0.34 -0.52 0.38 0.4928
H -0.340 29.956 3.345 0.64 0.16 0.11 -0.3279
C 1.417 28.982 -4.612 0.18 0.22 -0.43 -0.7193
N 2.180 28.436 -3.429 1.71 -0.68 1.48 0.7734
O 1.509 28.124 -2.424 1.38 0.57 -2.03 -0.3032
O 3.450 28.320 -3.508 -4.19 0.49 -0.01 -0.4804
H 1.320 30.067 -4.568 0.62 0.02 0.42 0.2968
H 0.374 28.670 -4.649 0.31 -0.61 0.42 0.1614
H 1.964 28.710 -5.514 -0.05 -0.02 0.22 0.3155
```
Forces are in eV/Å.

The max |F| is 0.1143 hartree/bohr. Its net charge is 0. For the total energy, the calculation gives -164166.4415 eV. As for the LUMO energy: -0.2 eV. The HOMO energy is -10.417 eV.